No. 1
Molecular formula: C2H6ClNO3S
Method: DFT, the ωB97M-V functional and the def2-TZVPD basis

Each line ends with the natural charge from an NBO analysis.
Positions of all 14 atoms, in Å:
C  -1.37574  -0.81526  -1.22734  -0.1343
C  1.92499  -1.36061  -0.27438  -0.2743
N  -0.12931  -1.03238  -1.22819  -0.1226
O  0.79124  0.69257  2.16159  -0.8267
O  -1.00307  1.52117  0.76313  -0.8925
O  0.48863  -1.25713  -0.04350  -0.4192
S  -0.46672  0.39878  1.50942  1.7127
Cl  -1.67773  4.52119  1.01648  -0.3748
H  -2.15312  -0.77224  -0.54794  0.1797
H  -1.88390  -0.63447  -2.21459  0.1968
H  -1.46741  3.10782  1.00563  0.3302
H  2.04188  -2.30359  -0.78233  0.2011
H  2.60719  -1.62141  0.59349  0.2169
H  2.30308  -0.44442  -0.73148  0.2069

Forces on atoms 1 to 6 (eV/Å):
C 0.0361 0.0708 -2.9841
C 0.6998 -0.8034 0.7053
N -0.2995 0.2231 -1.5497
O -0.9773 -0.6549 -0.4012
O -0.1507 -0.8837 -0.0641
O 0.6255 0.0111 1.7446

E_tot: -1218.5321 a.u.
LUMO level: -1.18 eV
M: 159.59 g mol⁻¹
Energy relative to the best compared isomer or geometry (same formula, charge and spin): 69.73 kcal per mole



No. 2
Molecular formula: C2H6ClOP
Method: DFT, the ωB97M-V functional and the def2-TZVPD basis

Each line ends with the natural charge from an NBO analysis.
Positions of all 11 atoms, in Å:
C  0.34267  -0.06746  -1.57902  -0.9861
P  -0.63953  -0.13971  -0.06258  1.8032
C  0.30291  -0.03952  1.52671  -1.0272
O  -1.60802  -1.34200  -0.11940  -1.0551
Cl  -1.64764  1.58403  -0.07596  -0.2853
H  1.46054  0.28334  -1.29874  0.2430
H  0.31295  -1.03078  -1.92638  0.2562
H  -0.11620  0.64173  -2.26149  0.2627
H  0.00468  0.91188  2.07598  0.2628
H  0.10611  -0.85654  2.22903  0.2708
H  1.48152  0.05502  1.49187  0.2551

Forces on atoms 1 to 6 (eV/Å):
C 2.6523 3.2163 2.3042
P -2.1043 -3.7723 0.4286
C 2.0837 1.6662 0.8935
O 2.3911 2.7588 0.3082
Cl -0.3181 0.8845 0.0433
H -2.5367 -0.8279 -0.8859

Structure (SMILES): CP(C)(=O)Cl
E_tot: -956.6273 a.u.
LUMO level: 0.70 eV
M: 112.50 g mol⁻¹
Energy relative to the best compared isomer or geometry (same formula, charge and spin): 5.78 kcal per mole



No. 3
Molecular formula: C2H6CuO2
Method: DFT, the ωB97M-V functional and the def2-TZVPD basis

Each line ends with the natural charge from an NBO analysis.
Positions of all 11 atoms, in Å:
C  0.71713  -0.12072  -1.49840  -0.7356
C  0.25439  -1.17833  -0.58012  0.1630
O  -0.53214  -0.75733  0.48452  -0.8217
H  1.31899  -0.57268  -2.29530  0.2814
H  -0.12424  0.41192  -1.97203  0.2264
H  1.35513  0.62413  -0.98427  0.2316
H  0.80667  -2.09753  -0.38551  0.1927
H  -0.41244  -1.32909  1.28750  0.5518
Cu  -1.22301  0.96053  0.80959  1.2923
O  -1.38647  1.72970  2.35485  -0.8779
H  -0.77401  2.32940  2.77917  0.4960

Forces on atoms 1 to 6 (eV/Å):
C -0.0335 0.0994 0.0251
C 0.8998 -0.5622 -0.6452
O 0.0082 -0.8095 1.3719
H -0.1998 0.1608 0.1530
H 0.1631 -0.0966 0.0252
H -0.1257 -0.1736 -0.1111

2S+1: 3
E_tot: -1870.3560 a.u.
LUMO level (spin up / spin down): -4.95 / -7.59 eV
M: 125.61 g mol⁻¹
Net charge: +1
Energy relative to the best compared isomer or geometry (same formula, charge and spin): 5.43 kcal per mole



No. 4
Molecular formula: C2H6F2NP
Method: DFT, the ωB97M-V functional and the def2-TZVPD basis

Each line ends with the natural charge from an NBO analysis.
Positions of all 12 atoms, in Å:
C  -0.76824  -1.14518  0.69175  -0.4800
N  -0.20426  -0.34650  -0.48774  -0.6711
C  -0.47442  1.07287  -0.30433  -0.4426
P  1.71367  -0.62882  -0.35700  1.5546
F  2.12135  0.22272  -1.70407  -0.5861
F  1.98265  0.66294  0.59052  -0.5901
H  -1.81264  -0.85068  0.46566  0.2143
H  -0.55641  -2.16622  0.27149  0.2117
H  -0.41716  -0.95466  1.72668  0.1930
H  -1.48853  1.23121  -0.50137  0.1941
H  -0.30389  1.37141  0.73101  0.1817
H  0.20787  1.53092  -1.12261  0.2205

Forces on atoms 1 to 6 (eV/Å):
C -0.2147 -0.1545 -3.2893
N 3.9610 -1.1986 2.0453
C 2.5362 -0.2036 -1.4449
P -3.0070 2.9818 -1.2336
F -0.3286 -1.1877 0.9687
F 0.3562 -1.0636 0.0309

Structure (SMILES): CN(C)P(F)F
E_tot: -675.6620 a.u.
LUMO level: 0.82 eV
M: 113.05 g mol⁻¹
Energy relative to the best compared isomer or geometry (same formula, charge and spin): 16.45 kcal per mole